# 1
Computed, not measured: a cluster of 3 separate species, C6H12ClO10P3 in total, with the ωB97M-V functional and the def2-TZVPD basis.

Geometry as XYZ:
```
32
Properties=species:S:1:pos:R:3:mulliken_charge:R:1
O -4.242 -3.470 0.391 -0.58
P -2.869 -4.094 0.556 0.37
P -1.705 -2.691 1.822 0.23
Cl 0.045 -2.211 0.771 -0.20
P -1.274 -3.903 3.584 0.87
O -2.487 -4.796 3.763 -0.62
O 0.075 -4.864 3.421 -0.49
O -1.160 -2.990 4.972 -0.46
H -2.892 -5.363 1.214 0.10
H -2.241 -4.217 -0.720 0.09
H 0.239 -5.087 2.500 0.34
H -0.911 -2.080 4.756 0.34
C -0.892 1.332 -1.002 -0.11
C -1.395 2.648 -0.479 -0.25
O -2.113 2.261 0.695 -0.37
C -1.611 1.074 1.108 0.60
O -1.871 0.559 2.149 -0.52
O -0.770 0.546 0.185 -0.20
H 0.065 1.424 -1.509 0.05
H -1.605 0.847 -1.674 0.27
H -0.585 3.322 -0.194 0.23
H -2.047 3.159 -1.185 0.34
C 3.459 1.993 -2.116 -0.34
C 4.117 3.188 -2.752 -0.36
O 3.018 3.864 -3.361 -0.34
C 1.895 3.496 -2.700 0.63
O 0.831 4.000 -2.846 -0.50
O 2.141 2.471 -1.844 -0.25
H 3.955 1.678 -1.200 0.30
H 3.392 1.140 -2.795 0.27
H 4.578 3.853 -2.018 0.26
H 4.863 2.911 -3.495 0.31
```

Values from the calculation:
**Molar mass**: 372.5 g/mol
**Frontier orbital gap**: 9.19 eV
**SMILES string**: O=[PH2]P(Cl)P(=O)(O)O.O=C1OCCO1.O=C1OCCO1
**Total energy**: -2472.5835 Ha

=====

# 2
Computed, not measured: a cluster of 2 separate species, C12H20BNO5PS in total, with the ωB97M-V functional and the def2-TZVPD basis.

Geometry as XYZ:
```
41
Properties=species:S:1:pos:R:3:mulliken_charge:R:1
C -1.639 -1.695 1.978 -0.58
O -1.482 -0.500 2.750 -0.61
B -2.076 0.631 2.274 0.66
O -3.267 1.035 2.806 -0.54
C -1.381 1.450 1.104 0.34
C -1.885 1.690 -0.114 0.33
P -3.459 1.112 -0.791 0.47
N -3.482 0.220 -2.061 -0.79
C -1.046 2.467 -1.104 -0.08
O -1.595 3.200 -1.905 -0.59
C 0.413 2.287 -0.993 -0.26
C 0.952 2.023 0.197 0.57
C 2.404 1.754 0.443 -1.17
C 2.822 0.463 -0.293 -0.18
C 3.170 -0.689 0.627 -0.91
S 1.740 -1.103 1.688 -0.17
C 0.008 1.973 1.358 0.01
O 0.307 2.377 2.462 -0.64
H -2.696 -1.909 1.806 0.32
H -1.114 -1.620 1.024 0.20
H -1.199 -2.505 2.551 0.22
H -3.544 1.889 2.468 0.35
H -4.207 2.300 -0.876 0.05
H -4.046 0.547 0.357 0.03
H -2.577 -0.039 -2.434 0.30
H 1.002 2.366 -1.898 0.48
H 2.546 1.661 1.520 0.37
H 2.994 2.600 0.087 0.40
H 3.654 0.644 -0.975 0.41
H 2.035 0.077 -0.949 0.10
H 3.350 -1.561 0.001 0.36
H 4.045 -0.501 1.250 0.45
H 2.293 -0.841 2.877 0.07
C 0.199 -2.838 -1.790 -0.35
C 1.538 -2.611 -2.523 -0.65
O 2.033 -1.364 -2.398 -0.79
H -0.558 -2.149 -2.177 0.04
H -0.173 -3.865 -1.909 0.43
H 0.331 -2.642 -0.720 -0.14
H 1.360 -2.923 -3.587 0.28
H 2.230 -3.410 -2.132 0.22
```

Values from the calculation:
**Molar mass**: 332.1 g/mol
**Charge**: -1
**Frontier orbital gap**: 4.40 eV
**Total energy**: -1664.6186 Ha

=====

# 3
Computed, not measured: a structure of composition C8H8N2O4Tl, with the ωB97M-V functional and the def2-TZVPD basis.

Geometry as XYZ:
```
23
Properties=species:S:1:pos:R:3:mulliken_charge:R:1
C -1.070 1.815 -2.350 -0.96
C -0.932 0.454 -1.428 -0.17
C 0.629 -0.024 -1.274 -0.14
N 0.724 -1.069 -0.202 0.13
C 0.922 -0.497 1.137 -0.02
C 0.142 -1.063 2.247 0.54
N -0.818 -2.146 1.976 -0.26
C -1.971 -1.557 1.631 0.71
O -3.154 -1.185 1.395 -0.23
C 0.558 -0.282 3.597 0.52
O 0.187 -0.573 4.765 -0.24
O 1.432 0.757 3.089 -0.15
C 1.863 0.695 1.689 0.43
O 2.747 1.403 1.140 -0.28
H -0.112 1.911 -2.990 0.31
H -2.016 1.773 -3.011 0.34
H -1.153 2.744 -1.645 0.33
H -1.588 -0.349 -1.968 0.34
H -1.367 0.644 -0.368 0.20
H 0.902 -0.563 -2.291 -0.25
H 1.357 0.876 -1.125 0.45
H 1.406 -1.819 -0.430 0.38
Tl 1.312 -1.943 -3.585 1.02
```

Values from the calculation:
**Molar mass**: 400.5 g/mol
**Charge**: +3
**Frontier orbital gap**: 4.77 eV
**Total energy**: -891.0383 Ha

=====

# 4
Computed, not measured: an isolated molecule of C15H16O4, with the ωB97M-V functional and the def2-TZVPD basis.

Geometry as XYZ:
```
35
Properties=species:S:1:pos:R:3:mulliken_charge:R:1
C -5.416 -0.875 -1.063 -0.67
H -5.480 -1.866 -0.608 0.30
H -5.561 -0.937 -2.138 0.22
H -6.172 -0.232 -0.608 0.31
O -4.121 -0.326 -0.869 -0.27
C -3.747 -0.157 0.407 0.30
O -4.437 -0.445 1.356 -0.60
C -2.407 0.415 0.516 0.30
C -1.683 0.735 1.640 -0.70
C -0.459 1.257 1.183 -0.30
C -0.518 1.218 -0.186 0.50
O -1.689 0.710 -0.594 -0.32
C 0.481 1.636 -1.221 -0.73
O 1.800 1.625 -0.743 -0.46
C 2.365 0.425 -0.385 0.90
C 1.741 -0.805 -0.498 -0.47
C 2.390 -1.974 -0.110 0.47
C 3.677 -1.889 0.392 -0.86
C 4.304 -0.658 0.503 -0.71
C 3.670 0.510 0.123 0.68
C 4.331 1.848 0.236 -1.42
H 4.411 2.311 -0.746 0.31
H 5.324 1.754 0.667 0.38
H 3.732 2.511 0.858 0.29
H 5.309 -0.606 0.896 0.34
H 4.195 -2.785 0.700 0.33
C 1.683 -3.289 -0.244 -1.47
H 2.291 -4.098 0.152 0.35
H 0.737 -3.268 0.295 0.33
H 1.467 -3.499 -1.291 0.33
H 0.737 -0.885 -0.886 0.50
H 0.301 2.677 -1.515 0.39
H 0.365 1.004 -2.114 0.39
H 0.361 1.607 1.775 0.57
H -2.005 0.605 2.652 0.51
```

Values from the calculation:
**Molar mass**: 260.3 g/mol
**Frontier orbital gap**: 9.16 eV
**ΔE to the lowest compared entry with this formula, charge and spin**: 6.95 kcal per mole
**SMILES string**: COC(=O)c1ccc(COc2cc(C)ccc2C)o1
**Total energy**: -882.1360 Ha

=====

# 5
Computed, not measured: a structure of composition C3H10N5Pd, with the ωB97M-V functional and the def2-TZVPD basis.

Geometry as XYZ:
```
19
Properties=species:S:1:pos:R:3:lowdin_spin:R:1
C -1.925 0.551 -1.978 0.09
Pd 0.302 -0.155 -0.597 1.06
N 2.079 -0.350 0.761 0.13
N 1.342 -0.947 -2.185 0.17
H 2.011 -1.188 1.351 0.02
H -1.014 0.951 -1.434 0.02
H -2.840 1.057 -1.645 0.01
H -2.040 -0.516 -1.778 0.01
H -1.843 0.700 -3.060 0.01
H 1.732 -1.876 -2.002 0.12
H 2.122 -0.344 -2.452 0.13
H 0.733 -1.032 -2.998 0.09
H 3.007 -0.371 0.320 0.06
H 2.068 0.454 1.399 0.01
N -0.565 0.432 1.058 0.05
C -0.974 0.654 2.133 0.02
N -1.580 1.064 3.186 0.00
C -1.366 0.622 4.397 0.00
N -1.249 0.294 5.525 0.00
```

Values from the calculation:
**Molar mass**: 222.6 g/mol
**Charge**: -1
**Frontier orbital gap (alpha / beta)**: 3.76 / 8.27 eV
**ΔE to the lowest compared entry with this formula, charge and spin**: 0.00 kcal per mole
**2S+1**: 3
**Total energy**: -521.9277 Ha

=====

# 6
Computed, not measured: a structure of composition C26H66AlINO13S8, with the ωB97M-V functional and the def2-TZVPD basis.

Geometry as XYZ:
```
116
Properties=species:S:1:pos:R:3:mulliken_charge:R:1
C 7.912 -0.081 1.016 -0.16
O 7.480 1.303 0.768 -0.33
C 6.110 1.378 0.235 -0.45
C 5.515 2.859 0.733 -0.23
C 4.361 3.464 -0.262 -0.72
C 2.944 2.634 -0.227 -0.08
C 1.942 3.056 1.017 -0.42
C 0.377 3.287 0.495 -0.57
Al -0.910 1.785 1.042 -0.06
N -2.298 2.505 2.170 -0.15
C -1.839 2.798 3.434 0.57
O -1.494 2.735 4.750 -0.62
O -1.836 0.807 -0.289 -0.42
C -1.366 -0.608 -0.138 0.32
C 0.223 -0.444 0.356 0.08
O 0.766 0.334 -0.807 -0.41
I 1.430 -2.282 0.527 -0.11
O 0.113 0.306 1.649 -0.52
H 9.030 -0.008 1.428 -0.16
H 7.865 -0.743 0.047 0.27
H 7.310 -0.625 1.887 0.18
H 5.411 0.484 0.543 0.33
H 6.204 1.333 -0.944 0.32
H 5.176 2.698 1.843 -0.02
H 6.457 3.579 0.720 0.27
H 4.134 4.574 0.088 0.30
H 4.723 3.479 -1.397 0.24
H 3.233 1.494 -0.032 -0.09
H 2.396 2.635 -1.286 0.36
H 1.977 2.183 1.823 0.11
H 2.371 4.011 1.585 0.37
H -0.014 4.284 1.018 0.15
H 0.310 3.490 -0.667 0.29
H -1.967 -1.305 0.591 0.21
H -1.204 -1.062 -1.211 -0.12
H 0.870 -0.285 -1.609 0.30
C 12.662 -0.492 1.885 -0.90
S 11.805 -0.654 0.301 0.56
O 11.024 -1.934 0.340 -0.59
C 13.292 -0.954 -0.685 -0.94
H 11.917 -0.334 2.669 0.29
H 13.226 -1.403 2.100 0.30
H 13.336 0.367 1.849 0.35
H 13.817 -1.837 -0.311 0.29
H 13.945 -0.080 -0.636 0.35
H 12.992 -1.124 -1.722 0.32
C -3.772 -3.232 -3.760 -0.90
S -2.323 -2.535 -4.589 0.49
O -1.141 -2.758 -3.693 -0.61
C -2.822 -0.805 -4.411 -0.84
H -3.661 -4.318 -3.720 0.27
H -3.847 -2.838 -2.744 0.37
H -4.672 -2.982 -4.327 0.32
H -2.956 -0.561 -3.354 0.19
H -3.753 -0.635 -4.956 0.31
H -2.036 -0.172 -4.831 0.38
C 4.251 -6.781 -0.131 -0.94
S 2.733 -5.869 -0.503 0.59
O 2.181 -5.364 0.796 -0.60
C 1.760 -7.317 -0.982 -0.94
H 5.002 -6.074 0.229 0.31
H 4.058 -7.529 0.642 0.28
H 4.617 -7.266 -1.039 0.34
H 1.721 -8.031 -0.156 0.29
H 2.208 -7.784 -1.862 0.34
H 0.746 -6.988 -1.225 0.31
C -4.469 4.992 1.410 -0.81
S -5.869 4.538 0.357 0.68
O -5.666 5.200 -0.973 -0.68
C -7.102 5.503 1.263 -0.83
H -3.566 4.526 1.008 0.12
H -4.343 6.077 1.417 0.38
H -4.642 4.627 2.425 0.30
H -6.814 6.557 1.279 0.35
H -7.188 5.121 2.282 0.25
H -8.064 5.399 0.756 0.27
C -8.466 1.572 -3.945 -0.94
S -6.962 1.298 -2.978 0.57
O -6.655 -0.169 -3.027 -0.61
C -7.712 1.642 -1.368 -0.96
H -8.243 1.375 -4.997 0.31
H -9.255 0.895 -3.609 0.29
H -8.788 2.610 -3.833 0.34
H -8.548 0.961 -1.191 0.40
H -8.059 2.678 -1.340 0.32
H -6.956 1.494 -0.593 0.28
C -6.630 -5.746 -6.394 -0.96
S -4.840 -6.002 -6.438 0.48
O -4.188 -4.667 -6.237 -0.50
C -4.751 -6.390 -8.203 -1.00
H -6.915 -5.453 -5.381 0.31
H -6.912 -4.953 -7.092 0.30
H -7.139 -6.676 -6.657 0.39
H -5.149 -5.558 -8.789 0.30
H -5.322 -7.299 -8.407 0.39
H -3.705 -6.553 -8.470 0.31
C 6.848 1.040 5.949 -0.98
S 5.449 0.585 4.897 0.41
O 5.651 1.247 3.567 -0.48
C 4.215 1.551 5.802 -0.97
H 7.751 0.574 5.547 0.30
H 6.974 2.125 5.957 0.29
H 6.675 0.675 6.965 0.39
H 4.503 2.605 5.818 0.30
H 4.129 1.169 6.822 0.39
H 3.253 1.447 5.295 0.30
C -7.339 2.658 5.777 -0.97
S -7.797 2.533 4.032 0.65
O -8.444 3.828 3.642 -0.65
C -9.115 1.318 4.273 -1.01
H -6.544 3.401 5.876 0.31
H -8.202 2.972 6.369 0.31
H -6.974 1.691 6.130 0.36
H -9.869 1.714 4.957 0.30
H -8.692 0.394 4.674 0.37
H -9.578 1.112 3.305 0.31
```

Values from the calculation:
**Molar mass**: 1011.2 g/mol
**Charge**: -1
**Frontier orbital gap**: 7.04 eV
**Total energy**: -5788.4330 Ha

=====

Question: What is the molar mass in the second record?
Answer: 332.1 g/mol

=====

Question: What is the formula in the sixth record?
Answer: C26H66AlINO13S8

=====

Please write out number 1 again, unchanged.
Computed, not measured: a cluster of 3 separate species, C6H12ClO10P3 in total, with the ωB97M-V functional and the def2-TZVPD basis.

Geometry as XYZ:
```
32
Properties=species:S:1:pos:R:3:mulliken_charge:R:1
O -4.242 -3.470 0.391 -0.58
P -2.869 -4.094 0.556 0.37
P -1.705 -2.691 1.822 0.23
Cl 0.045 -2.211 0.771 -0.20
P -1.274 -3.903 3.584 0.87
O -2.487 -4.796 3.763 -0.62
O 0.075 -4.864 3.421 -0.49
O -1.160 -2.990 4.972 -0.46
H -2.892 -5.363 1.214 0.10
H -2.241 -4.217 -0.720 0.09
H 0.239 -5.087 2.500 0.34
H -0.911 -2.080 4.756 0.34
C -0.892 1.332 -1.002 -0.11
C -1.395 2.648 -0.479 -0.25
O -2.113 2.261 0.695 -0.37
C -1.611 1.074 1.108 0.60
O -1.871 0.559 2.149 -0.52
O -0.770 0.546 0.185 -0.20
H 0.065 1.424 -1.509 0.05
H -1.605 0.847 -1.674 0.27
H -0.585 3.322 -0.194 0.23
H -2.047 3.159 -1.185 0.34
C 3.459 1.993 -2.116 -0.34
C 4.117 3.188 -2.752 -0.36
O 3.018 3.864 -3.361 -0.34
C 1.895 3.496 -2.700 0.63
O 0.831 4.000 -2.846 -0.50
O 2.141 2.471 -1.844 -0.25
H 3.955 1.678 -1.200 0.30
H 3.392 1.140 -2.795 0.27
H 4.578 3.853 -2.018 0.26
H 4.863 2.911 -3.495 0.31
```

Values from the calculation:
**Molar mass**: 372.5 g/mol
**Frontier orbital gap**: 9.19 eV
**SMILES string**: O=[PH2]P(Cl)P(=O)(O)O.O=C1OCCO1.O=C1OCCO1
**Total energy**: -2472.5835 Ha